# 1
{
  "formula": "C25H33F7O23",
  "method": "ωB97M-V with the def2-TZVPD basis set",
  "symbols": ["C", "C", "O", "H", "H", "H", "H", "H", "H", "C", "C", "O", "H", "H", "H", "H", "H", "H", "C", "C", "O", "C", "O", "O", "F", "H", "H", "H", "C", "C", "O", "C", "O", "O", "F", "H", "H", "H", "C", "C", "O", "C", "O", "O", "F", "H", "H", "H", "C", "C", "O", "C", "O", "O", "F", "H", "H", "H", "C", "C", "O", "C", "O", "O", "F", "H", "H", "H", "C", "C", "O", "C", "O", "O", "F", "H", "H", "H", "C", "C", "O", "C", "O", "O", "F", "H", "H", "H"],
  "xyz": [[12.054, 12.859, 8.887], [10.864, 13.680, 8.423], [9.530, 13.310, 8.896], [11.958, 11.841, 8.509], [12.266, 12.790, 9.936], [12.915, 13.226, 8.349], [10.751, 13.632, 7.380], [11.043, 14.756, 8.679], [9.387, 13.603, 9.788], [14.431, 11.623, 11.118], [15.561, 12.523, 11.031], [15.075, 13.725, 10.487], [13.971, 11.155, 10.172], [13.569, 12.205, 11.596], [14.686, 10.710, 11.609], [16.435, 12.208, 10.425], [16.020, 12.702, 12.038], [15.813, 14.299, 10.373], [7.268, 14.299, 7.240], [6.749, 14.268, 8.653], [6.703, 12.869, 8.961], [6.834, 12.153, 7.838], [6.640, 11.008, 7.707], [7.116, 12.984, 6.802], [5.490, 14.744, 8.759], [8.355, 14.630, 7.053], [6.673, 15.033, 6.745], [7.361, 14.726, 9.438], [11.070, 14.150, 13.627], [10.074, 14.848, 14.451], [8.887, 14.710, 13.657], [9.247, 14.479, 12.368], [8.465, 14.455, 11.456], [10.560, 14.139, 12.257], [10.324, 16.203, 14.499], [11.288, 13.088, 13.879], [11.964, 14.741, 13.589], [9.861, 14.526, 15.468], [9.926, 8.318, 10.681], [10.918, 9.239, 11.399], [10.282, 10.473, 11.423], [9.166, 10.482, 10.637], [8.457, 11.422, 10.491], [8.906, 9.247, 10.203], [12.017, 9.376, 10.615], [9.326, 7.621, 11.194], [10.438, 7.904, 9.844], [11.191, 8.984, 12.407], [9.730, 10.620, 15.475], [10.919, 9.843, 16.085], [11.681, 10.794, 16.779], [11.302, 12.028, 16.396], [11.928, 13.031, 16.608], [10.138, 12.025, 15.718], [11.683, 9.272, 15.089], [8.810, 10.456, 16.014], [9.547, 10.431, 14.437], [10.665, 9.014, 16.732], [5.551, 10.831, 12.032], [6.284, 11.885, 12.804], [7.431, 11.191, 13.263], [7.231, 9.848, 13.094], [8.122, 9.104, 13.379], [5.986, 9.575, 12.707], [5.519, 12.325, 13.784], [5.818, 10.808, 10.947], [4.497, 10.915, 12.196], [6.560, 12.692, 12.211], [14.709, 11.984, 6.520], [15.026, 13.370, 6.004], [16.135, 13.815, 6.729], [16.422, 12.902, 7.755], [17.207, 13.103, 8.601], [15.679, 11.789, 7.561], [13.993, 14.200, 6.179], [14.904, 11.230, 5.814], [13.784, 12.057, 7.046], [15.258, 13.348, 4.897], [9.275, 9.201, 5.841], [10.020, 10.029, 6.923], [10.891, 10.800, 6.122], [10.818, 10.521, 4.862], [11.474, 11.094, 4.018], [10.062, 9.436, 4.664], [10.782, 9.207, 7.681], [8.265, 9.551, 5.717], [9.283, 8.171, 6.070], [9.368, 10.737, 7.464]],
  "atomic_forces_ev_per_a": [[-0.6563, -0.7268, -1.0456], [-0.8034, 1.2850, 2.0457], [1.3999, -0.3188, -1.2279], [-0.2335, -0.3319, 0.1322], [-0.1545, 0.4148, 0.4590], [0.3713, 0.5122, 0.2434], [0.1854, -0.1589, -1.5106], [-0.1240, -0.6806, -0.1382], [0.0205, 0.1167, 0.9024], [-3.2580, -1.3259, -0.9302], [2.4713, 0.8200, 0.0284], [-0.9671, 0.2182, -0.0641], [0.9945, 1.3688, 0.7512], [1.0905, -1.1331, -0.2187], [0.0799, -0.4448, 1.1602], [-0.7410, -0.4309, 0.2046], [-0.6126, -0.0798, -0.3606], [0.8412, 0.8272, -0.2735], [2.0702, 1.2018, 0.0381], [1.4797, -1.0140, 1.5751], [-0.3241, 0.5913, 0.1637], [-0.2449, 2.3941, -0.4358], [0.0974, -2.1726, 0.0597], [-0.0962, -0.6900, -0.7188], [-0.6171, 0.3053, -0.2639], [-1.5786, -0.5992, 0.9400], [-0.8017, 0.0508, -1.0142], [-0.1811, 0.0490, -0.4027], [1.8269, -1.4530, -1.2270], [-2.0303, 0.7950, -0.1658], [0.4259, 0.0546, -0.0725], [-0.1378, -1.0401, -0.4787], [0.4810, 0.3130, 0.4002], [-1.3586, 0.8138, 1.3037], [0.2981, -0.2232, 0.0510], [-0.2767, 1.0111, 0.1136], [0.6665, 0.0175, 0.1664], [0.2199, -0.2457, -0.2281], [-0.5979, 1.7142, -0.5835], [-0.9298, -0.0537, -0.2658], [-0.1900, 0.6775, 0.0765], [-0.3490, -0.2519, 0.7721], [0.1774, -0.1609, 0.0724], [0.6513, -0.1614, -0.5056], [0.6285, -0.2189, -0.0323], [0.0692, -1.0508, 1.2024], [0.1878, -0.4883, -0.6790], [0.3376, -0.2388, 0.3311], [0.9356, 0.9691, 1.3127], [-0.4733, -0.3068, -0.4930], [-0.2991, -0.4897, -0.3372], [0.4750, 1.7308, -0.1617], [-0.5411, -0.8806, 0.0258], [-0.1135, -1.5138, -0.2946], [0.0915, 0.3813, -0.0837], [-0.2330, -0.0751, 0.2674], [0.3008, 0.0519, -0.5007], [-0.1597, 0.0880, 0.3298], [0.0226, -1.1762, -0.5354], [0.4731, -1.7179, -1.0578], [-0.6320, 0.2779, -0.1066], [0.4987, 0.4735, 1.1220], [-0.3737, -0.7512, -0.3433], [0.5577, 0.9763, -1.0956], [-0.6824, 0.5343, 2.0038], [-0.1014, -0.1146, 0.9242], [-0.5677, -0.0153, -0.1197], [0.9014, 1.5307, -1.0229], [1.1356, 1.2235, 1.5574], [1.2715, -0.5903, -2.2241], [-0.0302, -0.6431, 0.7158], [-1.3374, 0.1284, -1.8557], [0.8480, 0.0739, 0.4642], [0.7873, 0.3873, 0.7391], [-0.8644, 0.8020, 0.3558], [-0.5428, -0.9878, -0.9034], [-1.0059, -0.7090, -0.4062], [-0.0910, 0.3269, 1.1995], [0.6159, 1.2464, 0.2964], [-0.8133, 0.0208, -1.6794], [0.0540, 1.3784, 2.9288], [1.8773, -0.1719, -3.1296], [-1.1491, -0.7695, 0.8957], [-0.8846, -0.1150, -0.2804], [0.0122, 0.1600, 0.6646], [-0.3832, 0.2113, -0.2209], [0.0692, -1.1468, 0.2417], [0.5439, -0.6557, 0.4573]],
  "homo_lumo_gap_ev": 10.178,
  "smiles": "O=C1OC[C@@H](F)O1.O=C1OC[C@@H](F)O1.O=C1OC[C@@H](F)O1.O=C1OC[C@@H](F)O1.O=C1OC[C@@H](F)O1.O=C1OC[C@@H](F)O1.O=C1OC[C@@H](F)O1.CCO.CCO",
  "max_force_ev_per_a": 3.65,
  "total_energy_ha": -3402.0947
}


# 2
{
  "formula": "C5H7IN",
  "method": "ωB97M-V with the def2-TZVPD basis set",
  "symbols": ["C", "C", "C", "C", "C", "N", "I", "H", "H", "H", "H", "H", "H", "H"],
  "xyz": [[-1.730, -1.089, -0.024], [0.202, 1.501, 0.654], [0.652, 1.520, -0.766], [0.812, -1.435, -0.091], [0.383, 0.215, -0.081], [-0.516, -0.924, -0.132], [1.429, -2.463, 1.722], [-2.293, -0.105, -0.116], [-2.172, -2.075, 0.310], [1.061, 1.736, 1.326], [-0.823, 1.674, 0.881], [-0.040, 1.671, -1.677], [1.694, 1.521, -0.996], [1.341, -1.747, -1.010]],
  "atomic_forces_ev_per_a": [[-3.4412, -0.1279, 1.1182], [2.3115, -0.8585, 0.5055], [-2.1122, -1.7638, -3.0059], [1.0575, 2.4563, 1.8857], [0.6256, -3.5623, 0.2123], [2.4513, 1.8059, -1.5592], [-0.4159, 0.5489, -1.1348], [0.1369, -1.6955, 0.2550], [0.4051, 1.1966, -0.8643], [-1.3851, 0.0084, -0.0219], [-0.4207, 0.6662, 0.4562], [1.1241, 0.3709, 1.7308], [0.5522, 0.8267, -0.0117], [-0.8890, 0.1282, 0.4341]],
  "homo_lumo_gap_ev": 8.617,
  "smiles": "C=[N+]1[C@H](I)C12CC2",
  "max_force_ev_per_a": 4.08,
  "charge": 1,
  "total_energy_ha": -546.7484
}


# 3
{
  "formula": "C4H16N2O2",
  "method": "ωB97M-V with the def2-TZVPD basis set",
  "symbols": ["N", "C", "C", "N", "C", "C", "H", "H", "H", "H", "H", "H", "H", "H", "H", "H", "H", "H", "H", "H", "O", "H", "H", "O"],
  "xyz": [[-0.812, -0.536, -2.641], [-1.466, -1.204, -1.543], [-0.668, -1.048, -0.187], [-0.458, 0.351, 0.082], [0.818, 0.601, 0.806], [-1.576, 1.036, 0.731], [-0.655, 0.441, -2.419], [0.137, -0.905, -2.748], [-1.604, -2.287, -1.622], [-2.477, -0.792, -1.442], [0.253, -1.633, -0.428], [-1.124, -1.646, 0.606], [1.090, 1.637, 0.616], [0.536, 0.520, 1.878], [1.610, -0.131, 0.701], [-2.197, 0.405, 1.393], [-2.174, 1.394, -0.140], [-1.231, 1.914, 1.312], [1.957, -2.225, 3.498], [1.996, -0.795, 4.105], [1.583, -1.332, 3.435], [1.524, 1.623, -1.959], [2.872, 2.250, -1.760], [2.065, 2.361, -2.273]],
  "atomic_forces_ev_per_a": [[0.6924, -0.5228, -0.5749], [-0.2177, 0.2113, 1.9454], [-0.4363, -0.7993, -1.8719], [2.0162, -0.4564, 0.5826], [-1.9877, 0.2614, 1.5568], [-0.2715, 0.3841, -1.2328], [-0.3453, -0.0354, 0.1991], [-0.3414, -0.0664, -0.1264], [0.1585, 0.1042, -0.8307], [0.1117, 0.0309, 0.0425], [-0.0586, 1.0091, 0.4100], [-0.3961, 0.2415, 0.3613], [0.5192, -0.0480, -0.0639], [0.6386, 0.2036, -0.1672], [0.0003, 0.0158, -0.7346], [0.2925, 0.0116, -0.1957], [-0.2443, 0.0118, 1.0418], [-0.0921, -0.4796, -0.4375], [-0.0583, 0.4769, 0.1565], [0.2734, 0.0284, 0.3282], [-0.1947, -0.5495, -0.4589], [-0.1036, 0.2035, -0.1169], [0.1164, 0.1592, -0.0672], [-0.0716, -0.3959, 0.2542]],
  "homo_lumo_gap_ev": 8.924,
  "smiles": "CN(C)CCN.O.O",
  "max_force_ev_per_a": 2.54,
  "total_energy_ha": -421.9392
}